*a*
Computed, not measured: a 2-piece molecular cluster, C3H3Br2F overall, with ωB97M-V/def2-TZVPD.

Its total charge is 0. Its HOMO energy (alpha / beta) is -8.575 / -9.775 eV.

CARTESIAN COORDINATES (ANGSTROEM)
1 C 1.34540 -0.37493 -0.88559
2 C 1.89303 0.27302 0.02879
3 C -1.28212 0.38069 0.70266
4 F -1.93385 1.49126 1.05070
5 Br -1.90189 -0.10661 -1.13365
6 Br -1.64261 -1.01179 2.00156
7 H 1.62351 -1.32716 -1.24786
8 H 0.29781 -0.32241 -1.21046
9 H 1.60073 0.99794 0.69383

*b*
Computed, not measured: C3H3Br2F as an isolated structure, with ωB97M-V/def2-TZVPD.

Its total charge is 0. Its HOMO energy is -9.463 eV.

CARTESIAN COORDINATES (ANGSTROEM)
1 C 1.17482 -1.32855 0.61612
2 C 0.39658 -0.25556 0.45270
3 C 1.27343 1.06467 -2.43363
4 F -0.68663 0.02563 1.08443
5 Br 2.99316 0.66828 -1.92701
6 Br 0.58373 -0.21653 -3.56272
7 H 2.15728 -1.45116 0.11273
8 H 1.07208 -1.97958 1.46196
9 H 0.61027 0.40367 -0.44515

Here are the energies relative to the best structure, in eV: *a* 1.703; *b* 0.000.

*a*
Computed, not measured: CH2Cl2O2 as an isolated structure, with ωB97M-V/def2-TZVPD.

Its total charge is 0. Its HOMO energy is -9.684 eV.

CARTESIAN COORDINATES (ANGSTROEM)
1 C -0.66995 0.18805 0.65744
2 O 1.55110 -0.44308 -0.78677
3 O 0.80021 0.66554 -0.47228
4 Cl -1.46497 -1.00073 -0.25378
5 Cl -1.61544 1.51144 1.12425
6 H -0.01208 -0.13718 1.40524
7 H 1.41112 -0.78404 -1.67410

*b*
Computed, not measured: one molecule with the formula CH2Cl2O2, with ωB97M-V/def2-TZVPD.

Its total charge is 0. Its HOMO energy is -10.346 eV. Its structure (SMILES) is OOC(Cl)Cl.

CARTESIAN COORDINATES (ANGSTROEM)
1 O 0.34565 0.21482 1.60222
2 O -0.51262 0.41645 0.48896
3 C 0.04786 0.01098 -0.81179
4 Cl -0.69406 0.72694 -2.12737
5 Cl 0.01915 -1.83722 -0.94833
6 H -0.24706 0.27560 2.41136
7 H 1.04109 0.19243 -0.61504

Here are the energies relative to the best structure, in eV: *a* 1.116; *b* 0.000.

*a*
Computed, not measured: a 2-piece molecular cluster, H4NO2SSi overall, with ωB97M-V/def2-TZVPD.

Its total charge is -1. Its HOMO energy is -3.097 eV.

CARTESIAN COORDINATES (ANGSTROEM)
1 N -2.59552 -1.99947 -1.66012
2 O 2.02128 1.43696 2.94459
3 O 1.31460 1.21285 0.61304
4 Si -1.34368 -1.13456 -1.25188
5 S 2.47878 1.48890 1.56189
6 H 2.85634 3.06774 1.54695
7 H -2.98902 -2.89147 -1.68801
8 H -1.81540 0.19687 -1.31300
9 H 0.07262 -1.37781 -0.75346

*b*
Computed, not measured: H4NO2SSi as an isolated structure, with ωB97M-V/def2-TZVPD.

Its total charge is -1. Its HOMO energy is -3.729 eV.

CARTESIAN COORDINATES (ANGSTROEM)
1 N 0.67965 1.40022 0.10107
2 O 0.14512 -1.21104 -0.16328
3 O 2.50312 -0.08312 -0.84774
4 Si -1.25620 -0.59414 0.32765
5 S 1.53895 0.07996 0.19039
6 H 1.08795 1.94167 -0.67000
7 H -1.14242 0.07192 1.58834
8 H -1.71797 0.38953 -0.80260
9 H -1.83820 -1.99501 0.27617

Here are the energies relative to the best structure, in eV: *a* 1.936; *b* 0.000.

*a*
Computed, not measured: an isolated ion of composition C6H15N2 and charge +1, with ωB97M-V/def2-TZVPD.

Its total charge is +1. Its HOMO energy (alpha / beta) is -12.136 / -13.244 eV.

CARTESIAN COORDINATES (ANGSTROEM)
1 C 1.57735 -1.10194 0.17126
2 C 0.38629 -1.94100 -0.19623
3 C -1.16233 0.18361 -0.00408
4 C -1.13629 1.45258 0.78863
5 C -1.90423 0.38850 -1.30252
6 C 2.16276 1.11390 -0.12243
7 N 1.42402 -0.01587 -0.67265
8 N -0.78612 -1.18095 0.48785
9 H 1.57039 -0.94952 1.35590
10 H 2.51437 -1.53834 -0.04759
11 H 0.11819 -1.94213 -1.33948
12 H 0.23874 -2.89681 0.23091
13 H -2.07848 1.35758 1.43953
14 H -1.03206 2.25579 0.12102
15 H -0.38260 1.50215 1.59481
16 H -1.17494 0.50899 -2.23531
17 H -2.45695 1.21036 -1.11599
18 H -2.58633 -0.55239 -1.38250
19 H 2.73592 0.85866 0.69500
20 H 2.81689 1.72296 -0.78282
21 H 1.35977 1.79018 0.21411
22 H -1.69641 -1.61148 0.53132
23 H -0.60631 -1.17553 1.45148

*b*
Computed, not measured: C6H15N2 as an isolated structure, with ωB97M-V/def2-TZVPD.

Its total charge is +1. Its HOMO energy is -12.258 eV.

CARTESIAN COORDINATES (ANGSTROEM)
1 C -2.99532 -0.92384 -0.43730
2 C -1.84029 -0.72549 0.45860
3 C -0.43119 -1.08862 0.02801
4 C 0.60239 0.02453 0.35851
5 N 4.31218 0.35714 -0.42228
6 C 2.98816 0.53539 0.05727
7 C 2.00487 -0.35150 -0.01710
8 N -1.77979 1.65497 0.09006
9 H -2.93893 -0.53622 -1.44804
10 H -3.23486 -2.00628 -0.52316
11 H -3.82020 -0.36347 0.01033
12 H -1.85662 -1.17309 1.45623
13 H -0.03573 -2.05373 0.37178
14 H -0.47839 -1.22837 -1.06377
15 H 0.41159 0.45467 1.34922
16 H 0.27921 0.82824 -0.29725
17 H 5.07378 0.46901 0.23406
18 H 4.48228 1.03859 -1.15278
19 H 2.79467 1.48323 0.56278
20 H 2.29409 -1.38832 -0.17784
21 H -2.09173 2.22094 0.87092
22 H -1.80984 0.60588 0.46372
23 H -1.93035 2.16634 -0.77199

*c*
Computed, not measured: a 2-piece molecular cluster, C6H15N2 overall, with ωB97M-V/def2-TZVPD.

Its total charge is +1. Its HOMO energy is -13.561 eV.

CARTESIAN COORDINATES (ANGSTROEM)
1 N 1.25007 0.94577 2.83377
2 C 0.89855 0.09010 -0.49921
3 C 0.61903 -1.30407 -0.79837
4 C -0.07688 -2.15656 0.24340
5 C -1.26293 -2.68945 -0.04298
6 C 0.51764 1.18846 -1.46927
7 N -0.90865 1.48567 -1.46440
8 C -1.49231 1.60591 -0.10833
9 H 1.91923 0.25317 3.13014
10 H 1.64905 1.80680 3.19929
11 H 1.14397 1.04393 1.84177
12 H 1.72790 0.39253 0.14153
13 H 1.58447 -1.79430 -1.03759
14 H 0.07049 -1.39181 -1.73842
15 H 0.40401 -2.45991 1.16361
16 H -1.78994 -3.30554 0.67175
17 H -1.70839 -2.55873 -1.02179
18 H 1.02065 2.08861 -1.13212
19 H 0.74749 0.87715 -2.49267
20 H -1.44497 0.87704 -2.05670
21 H -2.56160 1.71679 -0.24911
22 H -1.19319 0.76924 0.52973
23 H -1.11367 2.51921 0.35595

*d*
Computed, not measured: an isolated ion of composition C6H15N2 and charge +1, with ωB97M-V/def2-TZVPD.

Its total charge is +1. Its HOMO energy is -12.664 eV. Its structure (SMILES) is C=CCCNCC[NH3+].

CARTESIAN COORDINATES (ANGSTROEM)
1 C 1.67105 -2.88055 -1.41650
2 C 1.76333 -1.59625 -1.69148
3 C 1.06497 -0.47279 -0.96671
4 C -0.36728 -0.78263 -0.53430
5 N -1.16531 0.47624 -0.33343
6 C -1.75506 0.58223 0.99391
7 C -1.12010 1.74217 1.76002
8 N 0.15472 2.11994 1.06846
9 H 2.09679 -3.61555 -2.07769
10 H 1.16683 -3.31778 -0.56829
11 H 2.53246 -1.18360 -2.34067
12 H 0.99424 0.39842 -1.60255
13 H 1.68175 -0.15551 -0.10326
14 H -0.42297 -1.47882 0.30021
15 H -0.80893 -1.35904 -1.34053
16 H -1.87342 0.32630 -1.03444
17 H -2.83779 0.69241 1.02737
18 H -1.56088 -0.31674 1.57536
19 H -0.87594 1.47603 2.78389
20 H -1.68996 2.67025 1.82184
21 H 0.48534 3.03271 1.37653
22 H -0.01465 2.21501 0.06058
23 H 0.88083 1.42755 1.24169

Here are the energies relative to the best structure, in eV: *a* 3.872; *b* 4.746; *c* 2.998; *d* 0.000.

*a*
Computed, not measured: a 6-piece molecular cluster, H12O6 overall, with ωB97M-V/def2-TZVPD.

Its total charge is 0. Its HOMO energy is -11.204 eV. Its structure (SMILES) is O.O.O.O.O.O.

CARTESIAN COORDINATES (ANGSTROEM)
1 O -0.80846 0.44886 -0.76423
2 H -0.25568 0.11354 -0.01094
3 H -1.47220 1.03733 -0.41701
4 O 3.96445 -0.94628 0.57201
5 H 3.15594 -0.50731 0.43974
6 H 3.69451 -1.84623 0.24146
7 O 2.47742 -0.27903 -2.01473
8 H 3.13827 0.40610 -2.12009
9 H 3.07043 -1.04111 -1.62804
10 O -4.51421 -2.54919 -0.53021
11 H -3.59892 -2.63827 -0.39929
12 H -4.98778 -2.38900 0.29095
13 O 0.43668 -0.63223 1.68902
14 H -0.42552 -1.10306 1.74447
15 H 0.93552 -0.79377 2.48931
16 O -1.27533 4.45117 0.06516
17 H -1.32349 3.56868 0.22530
18 H -2.21161 4.69980 0.12713

*b*
Computed, not measured: a 6-piece molecular cluster, H12O6 overall, with ωB97M-V/def2-TZVPD.

Its total charge is 0. Its HOMO energy is -10.897 eV. Its structure (SMILES) is O.O.O.O.O.O.

CARTESIAN COORDINATES (ANGSTROEM)
1 O -1.65258 1.34539 1.09726
2 H -1.29129 2.21781 1.33003
3 H -1.06205 0.59459 1.39590
4 O 2.29305 -0.30740 1.43669
5 H 2.74319 -1.14666 1.61140
6 H 2.40620 -0.23697 0.49658
7 O -0.20802 -0.82392 1.44740
8 H 0.76254 -0.53093 1.50065
9 H -0.37803 -1.56136 2.02889
10 O 2.13084 -0.19583 -1.23212
11 H 1.16273 -0.46241 -1.36297
12 H 2.41509 0.08965 -2.11422
13 O -0.32636 -0.91882 -1.30707
14 H -0.24386 -0.95510 -0.30730
15 H -1.03973 -0.31427 -1.54300
16 O -2.37229 0.84763 -1.50402
17 H -2.28995 1.11975 -0.55746
18 H -2.10200 1.60954 -1.98359

Here are the energies relative to the best structure, in eV: *a* 1.846; *b* 0.000.

*a*
Computed, not measured: one molecule with the formula C3H6N2OS, with ωB97M-V/def2-TZVPD.

Its total charge is 0. Its HOMO energy is -8.459 eV. Its structure (SMILES) is CS/C=N\NC=O.

CARTESIAN COORDINATES (ANGSTROEM)
1 C -1.00994 0.79080 -1.26144
2 S 0.14830 -0.31656 -1.96621
3 C 0.55875 -1.43517 -0.74319
4 N 0.43365 -1.52296 0.54877
5 N 0.02247 -0.50532 1.42147
6 C 0.76199 0.70286 1.48346
7 O 1.22251 1.21138 0.40232
8 H -0.60455 1.81907 -0.92538
9 H -1.65527 0.31104 -0.57350
10 H -1.63305 1.02620 -2.13587
11 H 1.01842 -2.35402 -1.15658
12 H -0.12470 -0.94143 2.31183
13 H 0.86140 1.21411 2.59432

*b*
Computed, not measured: one molecule with the formula C3H6N2OS, with ωB97M-V/def2-TZVPD.

Its total charge is 0. Its HOMO energy is -8.571 eV. Its structure (SMILES) is [H]/N=C1\NS[C@H](C)O1.

CARTESIAN COORDINATES (ANGSTROEM)
1 H 2.89182 0.17917 0.75552
2 N 2.51143 -0.38642 0.00784
3 C 1.26166 -0.17236 0.00992
4 N 0.54984 0.88468 0.63945
5 S -0.90735 1.19445 -0.23659
6 C -0.92588 -0.55099 -0.49411
7 C -1.58157 -1.22160 0.72616
8 O 0.41229 -0.97146 -0.69081
9 H 1.10551 1.67397 0.89729
10 H -1.48758 -0.75629 -1.41280
11 H -1.20026 -2.24858 0.77414
12 H -1.38769 -0.73845 1.66763
13 H -2.65664 -1.26743 0.64730

*c*
Computed, not measured: one molecule with the formula C3H6N2OS, with ωB97M-V/def2-TZVPD.

Its total charge is 0. Its HOMO energy is -9.515 eV. Its structure (SMILES) is [H]/N=C(/N)C(=O)CS.

CARTESIAN COORDINATES (ANGSTROEM)
1 H 0.75621 1.96360 0.15248
2 N 1.56824 1.34390 0.01906
3 C 1.21793 0.14657 -0.07300
4 N 2.04421 -0.86789 -0.19759
5 C -0.26338 -0.36976 0.01471
6 O -0.38462 -1.57530 0.05230
7 C -1.36467 0.62011 -0.03456
8 S -3.07787 -0.06426 -0.11540
9 H 3.04675 -0.77928 -0.11583
10 H 1.67459 -1.76673 -0.03036
11 H -1.32227 1.24793 -0.91318
12 H -1.10248 1.31874 0.76033
13 H -2.79265 -1.21763 0.48105

*d*
Computed, not measured: one molecule with the formula C3H6N2OS, with ωB97M-V/def2-TZVPD.

Its total charge is 0. Its HOMO energy is -8.795 eV. Its structure (SMILES) is C=CNC(=O)NS.

CARTESIAN COORDINATES (ANGSTROEM)
1 C -3.00937 -1.10999 0.04209
2 C -2.09653 -0.13437 -0.00328
3 N -0.72695 -0.20020 -0.11302
4 C 0.07272 0.92998 -0.01762
5 O -0.35412 2.08461 0.09127
6 N 1.40832 0.65474 -0.06650
7 S 2.11848 -0.93594 -0.03187
8 H -4.07272 -0.80490 0.03338
9 H -2.74280 -2.15710 -0.08060
10 H -2.45319 0.88374 -0.02282
11 H -0.26130 -1.12777 -0.11630
12 H 2.06053 1.39783 -0.16709
13 H 1.83633 -1.18906 1.26272

Here are the energies relative to the best structure, in eV: *a* 1.842; *b* 0.542; *c* 0.054; *d* 0.000.